1.
Molecular formula: C47H44O2P3SY
Method: DFT, the ωB97M-V functional and the def2-TZVPD basis

Each line ends with the Löwdin charge.
Atoms and positions in Å:
Y 14.8190 17.0703 9.8611  1.45
C 17.7343 12.9735 9.1340  -0.39
C 18.8228 13.8019 9.8467  -0.34
P 18.2166 15.4259 10.7015  1.05
C 17.6107 16.3789 9.2720  -0.41
C 16.4757 15.9204 8.5463  -0.26
C 15.9420 16.6993 7.4709  -0.14
C 16.7477 17.7015 6.8997  -0.02
C 17.9281 18.1434 7.5780  -0.04
C 18.2710 17.5336 8.7491  -0.08
C 19.7934 16.2024 11.1985  -0.42
C 20.9314 16.3106 10.3980  -0.10
C 22.1799 16.7048 10.9255  -0.05
C 22.2526 17.0996 12.2548  -0.07
C 21.1353 16.9860 13.0519  -0.08
C 19.9189 16.6041 12.5278  -0.12
P 16.1665 12.4252 10.1116  1.07
C 14.9407 11.9810 8.7475  -0.36
C 14.8772 12.7082 7.4810  -0.10
C 14.0570 13.7213 7.1012  -0.06
C 11.5260 13.3735 7.4092  -0.17
C 11.7636 12.5761 8.7741  -0.22
C 13.9607 11.0660 9.0623  -0.04
C 16.7110 10.8658 10.8155  -0.42
C 17.0488 9.7321 10.0736  -0.11
C 17.6549 8.6678 10.6971  -0.07
C 17.9118 8.6732 12.0739  -0.06
C 17.5459 9.7612 12.8317  -0.07
C 16.8875 10.8315 12.2157  -0.09
H 18.1853 12.0643 8.6913  0.09
H 17.2802 13.4316 8.2339  0.04
H 19.6525 14.0437 9.1617  0.08
H 19.2803 13.2567 10.6677  0.08
H 15.8966 15.0211 8.9187  0.08
H 15.0011 16.4205 6.9808  0.11
H 16.4966 18.0946 5.9128  0.12
H 18.5452 18.9822 7.2179  0.13
H 19.1203 17.9499 9.3155  0.12
H 20.8694 16.1802 9.2932  0.12
H 23.0792 16.6187 10.3207  0.11
H 23.1927 17.4840 12.6326  0.12
H 21.2083 17.2800 14.0857  0.11
H 18.9908 16.6023 13.1236  0.10
H 15.6106 12.3780 6.7068  0.14
H 14.3310 14.2681 6.2161  0.10
H 10.6981 14.0457 7.5459  0.16
H 10.8180 12.5163 9.3394  0.14
H 14.1825 10.1127 9.5408  0.11
H 16.7878 9.6654 9.0212  0.11
H 17.9647 7.7813 10.1547  0.11
H 18.3767 7.8508 12.5781  0.11
H 17.7476 9.7795 13.8867  0.11
H 16.5198 11.6388 12.8036  0.08
O 12.8244 17.3455 8.8058  -0.22
C 12.4851 16.9933 10.0216  -0.39
C 11.2108 16.9982 10.6620  -0.28
C 10.5038 18.0988 11.1765  -0.02
C 9.1729 17.8397 11.6034  -0.05
C 8.6780 16.5199 11.4845  -0.07
C 9.5464 15.4089 11.3800  -0.04
C 10.8483 15.6642 10.9065  -0.28
P 12.3061 14.5717 10.6664  1.06
C 12.5993 13.7084 9.2178  -0.41
C 12.8019 14.1749 7.7969  -0.26
C 11.3171 12.5420 6.2441  0.09
C 11.6409 11.2091 6.2565  -0.04
C 12.1264 10.5525 7.3590  0.09
C 12.4754 11.1919 8.6732  -0.22
C 12.1956 13.7547 12.2573  -0.34
C 11.4365 12.5883 12.4117  -0.09
C 11.1200 12.0779 13.6809  -0.07
C 11.5372 12.7606 14.8226  -0.07
C 12.3395 13.8953 14.6968  -0.08
C 12.7129 14.3810 13.4410  -0.07
H 10.9406 19.1298 11.2309  0.12
H 8.4918 18.6176 11.9439  0.11
H 7.6079 16.3266 11.5607  0.11
H 9.2432 14.4385 11.7480  0.10
H 12.6055 15.2268 7.6134  0.11
H 10.7710 12.9837 5.3756  0.15
H 11.4858 10.5473 5.4189  0.12
H 12.4433 9.4987 7.1972  0.15
H 12.0570 10.5134 9.4330  0.15
H 11.0728 12.0183 11.5418  0.10
H 10.5280 11.1805 13.8123  0.11
H 11.2243 12.4117 15.7881  0.10
H 12.7730 14.3634 15.5825  0.11
H 13.3678 15.2064 13.3970  0.08
C 15.1817 19.2969 13.8068  -0.21
S 15.7830 19.3803 12.1136  1.02
C 14.6354 20.2234 10.9671  -0.18
O 15.3718 17.9820 11.5677  -0.72
H 14.0718 19.1289 13.8727  0.10
H 15.4031 20.2232 14.3311  0.07
H 15.6908 18.4665 14.2991  0.07
H 15.0158 21.2107 10.6527  0.08
H 13.6495 20.3118 11.3749  0.06
H 14.6865 19.6547 10.0288  0.03

The molar mass comes out at 854.8 Da. The calculation puts the energy above the lowest of the compared OMol25 structures with the same formula, charge and spin at 8.7612 eV. The net charge is +2. The HOMO energy (alpha / beta) comes out at -10.362 / -10.362 eV. For the total energy, the calculation gives -93269.1676 eV. As for the LUMO energy (alpha / beta): -6.493 / -6.492 eV. Its spin multiplicity is 1.


2.
Molecular formula: C26H23NO5
Method: DFT, the ωB97M-V functional and the def2-TZVPD basis

Each line ends with the Löwdin charge.
Atoms and positions in Å:
C 2.5552 -0.7106 -1.8163  0.05
C 3.8061 -1.3679 -1.6175  -0.21
C 5.0194 -0.6263 -1.5636  -0.01
C 6.2500 -1.2697 -1.5497  -0.06
C 6.3110 -2.6745 -1.5597  -0.05
C 5.1271 -3.4273 -1.5266  -0.06
C 3.8925 -2.7890 -1.5342  -0.01
C 1.3257 -1.3598 -1.7527  -0.06
C 0.1603 -0.8682 -2.3222  0.05
C -1.0715 -1.5972 -2.3687  -0.21
C -2.0425 -1.2875 -3.3538  0.00
C -3.2110 -2.0240 -3.4623  -0.05
C -3.4581 -3.0846 -2.5748  -0.04
C -2.5151 -3.4050 -1.5871  -0.06
C -1.3355 -2.6757 -1.4813  0.00
H 2.5612 0.3516 -2.0636  0.14
H 4.9533 0.4632 -1.5633  0.12
H 7.1710 -0.6826 -1.5429  0.11
H 7.2758 -3.1806 -1.5917  0.11
H 5.1670 -4.5191 -1.5075  0.11
H 2.9745 -3.3777 -1.5255  0.11
H 1.2778 -2.3258 -1.2481  0.10
H 0.2086 0.0784 -2.8622  0.14
H -1.8317 -0.4538 -4.0243  0.13
H -3.9381 -1.7702 -4.2352  0.11
H -4.3823 -3.6569 -2.6533  0.11
H -2.7005 -4.2316 -0.8971  0.11
H -0.5957 -2.9214 -0.7174  0.11
C 3.5043 2.6054 2.1103  -0.09
C 2.0277 2.3822 2.2853  -0.27
O 1.4115 2.0999 1.0175  -0.04
C 0.0544 2.0026 1.1972  -0.51
C -0.6822 1.7075 -0.0025  0.02
C -2.0826 1.5161 -0.0600  -0.42
O -2.6450 1.1932 -1.1289  -0.03
C -2.9357 1.7098 1.1935  -0.12
C -2.9678 2.9183 1.9078  -0.02
C -3.8023 3.0876 3.0097  0.02
C -4.6358 2.0242 3.4056  -0.17
N -5.4543 2.1588 4.5665  -0.33
O -6.1829 1.1960 4.8980  0.04
O -5.4093 3.2317 5.2099  0.04
C -4.6413 0.8131 2.6873  0.01
C -3.8112 0.6794 1.5771  -0.01
O -0.4008 2.1728 2.3312  0.02
H 3.9077 2.8674 3.0899  0.08
H 4.0183 1.7040 1.7680  0.07
H 3.7142 3.4355 1.4312  0.08
H 1.8548 1.5364 2.9699  0.13
H 1.5846 3.2844 2.7345  0.13
H -0.0984 1.5438 -0.9001  0.07
H -2.3474 3.7570 1.5986  0.12
H -3.8133 4.0122 3.5854  0.12
H -5.2907 0.0042 3.0175  0.11
H -3.8311 -0.2496 1.0024  0.12

The molar mass comes out at 429.5 Da. The calculation puts the energy above the lowest of the compared OMol25 structures with the same formula, charge and spin at 7.9255 eV. The net charge is 0. The HOMO energy comes out at -6.781 eV. For the total energy, the calculation gives -39056.7182 eV. As for the LUMO energy: -3.294 eV. Its spin multiplicity is 1.


3.
Molecular formula: CrH14O7
Method: DFT, the ωB97M-V functional and the def2-TZVPD basis

Each line ends with the Mulliken spin population.
Atoms and positions in Å:
Cr 0.0473 0.0429 0.1677  2.93
O -0.7398 -1.0203 -1.5953  -0.01
H -0.9099 -0.6779 -2.4941  0.00
H -1.0493 -1.9457 -1.6103  0.00
O 0.9239 1.1567 -1.4635  -0.01
H 0.9456 2.1282 -1.5628  0.00
H 1.4587 0.8024 -2.2028  0.00
O 1.4880 -1.3969 -0.3835  0.03
H 1.5554 -1.9338 -1.1967  0.00
H 2.0198 -1.8686 0.2903  0.00
O -1.5447 -1.1783 0.8845  0.01
H -1.3706 -2.0415 1.3078  0.00
H -2.5014 -1.1750 0.6757  0.00
O 0.6398 1.8267 1.0976  -0.01
H 1.5353 2.2163 1.1956  0.00
H 0.0204 2.4915 1.4612  0.00
O 0.8310 -0.5893 2.0937  0.05
H 0.7978 -1.4615 2.5338  0.00
H 1.0826 0.0367 2.8012  0.00
O -1.5364 1.2540 -0.4755  -0.01
H -1.6409 1.3432 -1.4396  0.00
H -2.0528 1.9900 -0.0851  0.00

The molar mass comes out at 178.1 Da. The calculation puts the energy above the lowest of the compared OMol25 structures with the same formula, charge and spin at 0.5231 eV. The net charge is +3. The HOMO energy (alpha / beta) comes out at -24.745 / -24.759 eV. For the total energy, the calculation gives -42951.7668 eV. As for the LUMO energy (alpha / beta): -15.144 / -13.717 eV. Its spin multiplicity is 4.


4.
Molecular formula: C56H60As2ClN2O7S4V
Method: DFT, the ωB97M-V functional and the def2-TZVPD basis

Each line ends with the Mulliken spin population.
Atoms and positions in Å:
V -0.6572 -0.3315 -0.0702  0.08
O 2.8511 4.4567 -0.5695  0.01
C 3.3913 3.2547 -0.8684  0.07
C 4.7545 3.2030 -1.1371  -0.04
C 5.3841 2.0002 -1.4319  0.10
C 4.6366 0.8259 -1.4640  -0.08
C 3.2754 0.8727 -1.1995  0.05
C 2.6157 2.0701 -0.8990  -0.01
C 1.1864 2.0800 -0.6395  0.26
O 0.5380 0.8669 -0.5673  0.04
N 0.5762 3.2381 -0.4483  -0.06
N -0.7343 3.3073 -0.3309  -0.04
C -1.1881 4.5509 -0.1250  0.38
S -2.8596 4.9722 -0.5256  0.08
C -2.8588 6.5577 0.3685  -0.01
C -1.5626 6.6975 1.1648  0.07
S -0.2017 5.9654 0.2149  0.05
H 1.8828 4.2815 -0.4232  -0.01
H 5.3047 4.1374 -1.1075  0.00
H 6.4507 1.9826 -1.6287  0.01
H 5.1061 -0.1256 -1.6895  0.00
H 2.6988 -0.0387 -1.2283  0.06
H -3.7290 6.5840 1.0273  -0.01
H -2.9470 7.3501 -0.3723  0.01
H -1.6383 6.1660 2.1132  -0.01
H -1.3227 7.7450 1.3541  0.00
C -3.7960 0.6840 -3.5653  0.00
As -2.5669 1.0117 -2.0892  0.00
C -1.8253 2.6477 -2.8928  -0.01
C -3.9006 1.7516 -0.8321  -0.01
C -5.0886 2.2959 -1.3280  0.00
C -6.0975 2.7304 -0.4857  0.00
C -5.9494 2.5955 0.8887  0.00
C -4.7711 2.0776 1.3941  0.01
C -3.7319 1.6768 0.5552  0.01
As -2.0558 1.1338 1.4196  -0.02
C -2.8344 -0.1319 2.7198  0.00
C -1.8774 2.5872 2.7061  0.02
H -4.1807 1.6254 -3.9513  0.00
H -4.6195 0.0421 -3.2506  0.00
H -3.2512 0.1791 -4.3596  0.00
H -1.8708 2.5445 -3.9785  0.00
H -0.7954 2.7903 -2.5815  0.00
H -2.4113 3.5099 -2.5806  0.01
H -5.2316 2.4012 -2.3944  0.00
H -6.9987 3.1657 -0.9019  0.00
H -6.7424 2.8998 1.5614  0.00
H -4.6548 1.9945 2.4673  0.00
H -3.4438 0.3740 3.4661  0.00
H -2.0159 -0.6563 3.2167  0.00
H -3.4335 -0.8642 2.1850  0.00
H -2.7292 3.2506 2.6088  -0.01
H -0.9700 3.1501 2.5142  0.00
H -1.8449 2.1496 3.7034  0.00
C -2.4149 -3.6065 1.1590  0.00
C -2.5420 -2.7332 -0.0685  0.00
C -3.9718 -2.5260 -0.5246  0.00
O -1.9421 -1.4682 0.1838  0.00
H -2.7286 -4.6275 0.9203  0.00
H -3.0365 -3.2308 1.9775  0.00
H -1.3702 -3.6211 1.4753  0.00
H -1.9763 -3.2020 -0.8745  0.00
H -4.0138 -1.7568 -1.2984  0.00
H -4.6103 -2.2076 0.3039  0.00
H -4.3732 -3.4561 -0.9351  0.00
O 1.5503 0.0011 1.9078  0.00
S 1.3051 1.3197 2.5726  0.00
C 1.2091 0.9605 4.3370  0.00
C 1.1761 -0.3795 4.6822  0.00
C 1.0258 -0.7281 6.0218  0.00
C 0.8997 0.2573 6.9895  0.00
C 0.9342 1.6007 6.6259  0.00
C 1.0876 1.9576 5.2952  0.00
C 2.8414 2.2138 2.5074  -0.01
C 2.8430 3.5958 2.6321  0.00
C 4.0476 4.2751 2.5137  0.00
C 5.2185 3.5706 2.2576  -0.01
C 5.1915 2.1877 2.1142  0.01
C 3.9936 1.4980 2.2335  0.00
H 1.2804 -1.1237 3.8996  0.00
H 1.0079 -1.7745 6.3051  0.00
H 0.7722 -0.0173 8.0300  0.00
H 0.8416 2.3721 7.3814  0.00
H 1.1299 3.0043 5.0131  0.00
H 1.9151 4.1415 2.7765  0.00
H 4.0669 5.3553 2.5938  0.00
H 6.1528 4.1060 2.1406  0.00
H 6.1031 1.6436 1.8984  0.01
H 3.9317 0.4229 2.0983  -0.01
Cl 5.6496 -3.4741 4.6686  0.00
C 4.5539 -3.2517 3.3161  0.00
C 3.2401 -3.6794 3.4296  0.00
C 2.3677 -3.4500 2.3725  0.00
C 2.8012 -2.8233 1.2083  0.00
C 4.1296 -2.4418 1.1058  0.00
C 5.0136 -2.6445 2.1615  0.00
C 1.8190 -2.4787 0.0948  0.01
O 2.2908 -2.3430 -1.0429  0.00
O 0.5953 -2.3955 0.4294  0.00
H 2.9085 -4.1659 4.3391  0.00
H 1.3257 -3.7409 2.4417  0.00
H 4.4648 -1.9524 0.1980  0.00
H 6.0453 -2.3213 2.0927  0.00
O -0.4359 -1.7571 -2.1788  -0.02
S 0.7886 -1.6754 -3.0818  0.01
C 0.0959 -1.1052 -4.6842  0.00
C -0.9584 -2.0031 -5.2736  0.00
C -2.1485 -2.2737 -4.5975  0.00
C -3.0723 -3.1655 -5.1239  0.00
C -2.8324 -3.7958 -6.3379  0.00
C -1.6538 -3.5313 -7.0224  0.00
C -0.7249 -2.6474 -6.4868  0.00
C 1.1898 -3.3985 -3.5824  0.00
C 1.1477 -4.3972 -2.4595  0.00
C 2.3038 -4.8952 -1.8699  0.00
C 2.2257 -5.7711 -0.7991  0.00
C 0.9837 -6.1532 -0.3001  0.00
C -0.1740 -5.6744 -0.8950  0.00
C -0.0897 -4.8054 -1.9745  0.00
H 0.9271 -0.9460 -5.3741  0.00
H -0.3031 -0.1372 -4.3774  0.00
H -2.3292 -1.8044 -3.6408  0.00
H -3.9856 -3.3697 -4.5782  0.00
H -3.5562 -4.4901 -6.7453  0.00
H -1.4517 -4.0151 -7.9701  0.00
H 0.2017 -2.4529 -7.0185  0.00
H 2.1855 -3.3127 -4.0264  0.00
H 0.4606 -3.6733 -4.3381  0.00
H 3.2706 -4.5625 -2.2296  0.00
H 3.1340 -6.1351 -0.3342  0.00
H 0.9232 -6.8140 0.5563  0.00
H -1.1450 -5.9659 -0.5115  0.00
H -0.9917 -4.4203 -2.4380  0.00

The molar mass comes out at 1237.6 Da. The calculation puts the energy above the lowest of the compared OMol25 structures with the same formula, charge and spin at 0.0000 eV. The net charge is -1. The HOMO energy (alpha / beta) comes out at -1.891 / -4.543 eV. For the total energy, the calculation gives -279587.4073 eV. As for the LUMO energy (alpha / beta): 2.244 / 2.200 eV. Its spin multiplicity is 2.


5.
Molecular formula: C6H7FNO3S
Method: DFT, the ωB97M-V functional and the def2-TZVPD basis

Each line ends with the Löwdin charge.
Atoms and positions in Å:
C 1.6781 1.3066 -0.2659  -0.09
C 0.7244 2.3397 -0.3573  -0.05
C 1.1863 0.0553 -0.3067  -0.09
C -0.6026 2.0370 -0.5517  -0.24
C -1.0950 0.7368 -0.8432  -0.31
C -0.7531 -1.4242 0.2073  -0.04
N -0.1684 -0.3018 -0.5221  -0.06
O -2.7520 3.5075 -1.0906  -0.37
O -0.9684 4.4344 0.2914  -0.39
O -2.3613 2.5645 1.1419  -0.38
F -1.5065 0.5870 -2.2465  -0.06
S -1.7572 3.2310 -0.0391  0.44
H 2.7373 1.3674 0.0564  0.11
H 0.9995 3.2622 0.0003  0.08
H 1.8053 -0.7930 0.0274  0.11
H -2.0655 0.7969 -0.3234  0.14
H -0.2194 -1.6632 1.1424  0.09
H -1.7203 -1.2967 0.4742  0.05
H -0.7265 -2.3496 -0.2832  0.06

The SMILES is CN1C=CC=C(S(=O)(=O)[O-])[C@H]1F. The molar mass comes out at 192.2 Da. The calculation puts the energy above the lowest of the compared OMol25 structures with the same formula, charge and spin at 0.1715 eV. The net charge is -1. The HOMO energy comes out at -4.894 eV. For the total energy, the calculation gives -27521.0910 eV. As for the LUMO energy: 3.237 eV. Its spin multiplicity is 1.


Look up the spin multiplicity of the third one. 4